# 1
# C4H12BNO

2 unconnected molecules or ions with the total composition C4H12BNO in a non-equilibrium geometry (ωB97M-V/def2-TZVPD, the OMol25 dataset).

Output
energy above the lowest of the compared OMol25 structures with the same formula, charge and spin = 101.36 kcal per mole
Kohn-Sham gap (alpha / beta) = 0.2880 / 0.3360 hartree
HOMO (alpha / beta) = -7.63 / -8.76 eV
E = -8554.8604 eV
total charge = 0

Each line ends with the Löwdin charge.
Atoms and positions in Å:
O  -2.587  -0.745  -1.225  0.194
N  -0.479  -1.447  -2.065  0.202
C  -0.657  0.461  -0.370  0.045
C  0.694  0.746  0.080  -0.292
C  0.100  -2.006  1.751  0.128
C  1.119  2.207  0.207  -0.084
B  -1.259  -0.703  -1.202  -0.789
H  0.246  -1.763  0.733  -0.044
H  1.419  0.205  -0.556  0.116
H  0.694  2.698  1.076  0.083
H  -1.504  1.098  -0.163  0.094
H  -0.912  -2.284  -2.539  0.116
H  0.887  0.223  1.003  0.071
H  0.986  2.819  -0.632  0.059
H  0.281  -1.254  2.493  -0.008
H  0.465  -1.321  -2.307  0.058
H  -0.032  -2.961  2.149  -0.030
H  -3.094  -1.351  -1.655  0.051
H  2.122  2.186  0.313  0.027

=====

# 2
# C15H22BeBrO5Si

A molecular structure, C15H22BeBrO5Si (ωB97M-V/def2-TZVPD, the OMol25 dataset).

Output
Kohn-Sham gap = 0.2984 hartree
HOMO = -5.69 eV
E = -104478.9843 eV
total charge = -1

Each line ends with the Löwdin charge.
Atoms and positions in Å:
Br  0.881  -6.423  3.201  0.681
Si  -1.790  -1.015  -1.948  0.431
O  0.016  0.204  2.223  -0.001
O  -0.309  3.711  1.687  0.047
O  1.291  -0.434  -0.133  0.001
O  0.095  1.946  0.357  0.023
O  3.447  -1.003  -0.088  0.055
C  -1.380  1.720  3.517  -0.013
C  -1.633  -0.246  -0.265  -0.253
C  -0.998  0.095  -3.258  -0.186
C  2.915  -3.303  1.385  -0.015
C  1.298  -4.811  2.268  -0.689
C  -0.986  -2.733  -2.044  -0.189
C  -0.107  1.559  2.703  -0.491
C  1.900  -2.473  0.924  -0.107
C  2.271  -1.200  0.174  -0.537
C  -0.127  2.519  1.478  -0.556
C  -3.604  -1.308  -2.471  -0.207
C  1.131  1.869  3.534  -0.006
C  2.625  -4.476  2.064  -0.129
C  0.577  -2.837  1.140  -0.021
C  0.267  -4.010  1.813  -0.119
Be  0.027  0.353  0.235  0.064
H  3.416  -5.120  2.424  0.094
H  1.106  2.919  3.822  0.090
H  -4.160  -0.368  -2.529  0.015
H  -2.287  0.639  -0.264  0.012
H  -1.393  -3.400  -1.279  0.020
H  3.939  -3.009  1.200  0.117
H  -0.763  -4.297  1.976  0.099
H  -1.155  -3.199  -3.018  0.020
H  -1.339  1.096  4.413  0.087
H  -0.844  -0.233  2.297  0.097
H  -1.537  1.042  -3.334  0.025
H  0.027  0.323  -2.957  0.025
H  0.093  -2.662  -1.882  0.022
H  -0.974  -0.366  -4.248  0.019
H  -3.671  -1.796  -3.448  0.013
H  1.160  1.238  4.424  0.085
H  2.028  1.686  2.941  0.099
H  -0.215  -2.204  0.758  0.081
H  -4.118  -1.947  -1.746  0.015
H  -2.257  1.446  2.924  0.095
H  -2.099  -0.940  0.456  0.000
H  -1.488  2.763  3.807  0.090

=====

# 3
# CO4P

2 unconnected molecules or ions with the total composition CO4P in a non-equilibrium geometry (ωB97M-V/def2-TZVPD, the OMol25 dataset).

Output
energy above the lowest of the compared OMol25 structures with the same formula, charge and spin = 3.74 kcal per mole
Kohn-Sham gap = 0.3005 hartree
HOMO = -4.36 eV
E = -18519.4996 eV
total charge = -1

Each line ends with the Löwdin charge.
Atoms and positions in Å:
P  0.736  1.008  -0.849  0.491
O  0.051  -0.801  1.800  0.128
O  -0.649  -1.994  -0.032  0.132
O  -0.610  0.646  -0.280  -0.539
O  0.759  2.420  -1.442  -0.620
C  -0.287  -1.279  0.803  -0.592

=====

Question: Look up the total charge of the first one.
Answer: 0

=====

Please write out number 3 again, unchanged.
# CO4P

2 unconnected molecules or ions with the total composition CO4P in a non-equilibrium geometry (ωB97M-V/def2-TZVPD, the OMol25 dataset).

Output
energy above the lowest of the compared OMol25 structures with the same formula, charge and spin = 3.74 kcal per mole
Kohn-Sham gap = 0.3005 hartree
HOMO = -4.36 eV
E = -18519.4996 eV
total charge = -1

Each line ends with the Löwdin charge.
Atoms and positions in Å:
P  0.736  1.008  -0.849  0.491
O  0.051  -0.801  1.800  0.128
O  -0.649  -1.994  -0.032  0.132
O  -0.610  0.646  -0.280  -0.539
O  0.759  2.420  -1.442  -0.620
C  -0.287  -1.279  0.803  -0.592

=====

Question: What is the formula in the third record?
Answer: CO4P

=====

Question: total charge of number 3 (CO4P)?
Answer: -1